No. 1
# C3H2ClF6N

A 2-piece molecular cluster, C3H2ClF6N overall (ωB97M-V/def2-TZVPD, OMol25).

```
13
Properties=species:S:1:pos:R:3
N -0.802 0.776 0.333
C 0.304 0.275 0.124
C 0.591 -1.311 0.099
F 1.140 -1.854 1.204
F -0.552 -1.947 -0.147
F 1.470 -1.698 -0.834
C 1.571 1.090 0.235
F 2.052 1.458 -1.047
F 2.616 0.488 0.821
F 1.207 2.220 0.783
H -1.608 0.170 0.294
Cl -3.550 -0.260 -0.834
H -4.439 0.593 -1.030
```

Properties
E = -1229.652701 a.u.
SMILES = N=C(C(F)(F)F)C(F)(F)F.Cl

No. 2
# C6H14O2

A 2-piece molecular cluster, C6H14O2 overall (ωB97M-V/def2-TZVPD, OMol25).

```
22
Properties=species:S:1:pos:R:3
O -0.976 -3.257 -1.631
C -0.453 -2.207 -1.508
C -0.169 -1.724 -0.045
C 0.731 -0.509 -0.001
C 0.232 0.776 -0.646
C 1.504 1.608 -0.993
C -0.623 1.668 0.242
H -0.055 -1.569 -2.322
H 0.293 -2.565 0.474
H -1.136 -1.595 0.444
H 0.895 -0.296 1.062
H 1.697 -0.764 -0.438
H -0.317 0.542 -1.578
H 2.059 1.789 -0.070
H 1.227 2.582 -1.386
H 2.162 1.059 -1.667
H -0.727 2.704 -0.083
H -1.648 1.344 0.379
H -0.135 1.743 1.221
H -1.429 0.207 3.281
H -1.598 -0.798 2.149
O -1.535 -0.739 3.115
```

Properties
E = -387.105560 a.u.
Charge = +1
2S+1 = 2
⟨S²⟩ = 0.76

No. 3
# C27H35N2O

A 2-piece molecular cluster, C27H35N2O overall (ωB97M-V/def2-TZVPD, OMol25).

```
65
Properties=species:S:1:pos:R:3
C -3.986 -3.076 -1.485
N -3.299 -3.149 -0.245
C -2.874 -4.406 0.255
C -1.384 -4.485 0.617
C -0.558 -3.243 0.319
N 0.812 -3.386 0.254
C 1.318 -4.742 0.310
C 2.828 -4.833 0.458
O 3.515 -3.934 -0.414
C 3.115 -2.576 -0.241
C 1.609 -2.351 -0.406
C -1.183 -2.027 0.222
C -2.668 -1.967 0.312
H -4.608 -2.171 -1.485
H -3.291 -3.015 -2.352
H -4.597 -3.988 -1.587
H -3.449 -4.623 1.173
H -3.171 -5.151 -0.500
H -1.353 -4.727 1.700
H -0.996 -5.373 0.086
H 0.864 -5.253 1.162
H 1.067 -5.283 -0.619
H 3.113 -4.666 1.514
H 3.148 -5.831 0.129
H 3.420 -2.206 0.756
H 3.670 -2.037 -1.026
H 1.410 -2.301 -1.500
H 1.394 -1.361 0.009
H -0.661 -1.095 0.109
H -3.049 -1.077 -0.211
H -2.975 -1.922 1.380
C -4.156 2.025 4.193
C -2.956 1.799 3.328
C -2.212 0.606 3.402
C -1.218 0.355 2.468
C -0.898 1.286 1.428
C 0.067 1.047 0.418
C 0.491 2.066 -0.462
C 1.830 2.225 -0.794
C 2.377 3.371 -1.472
C 3.650 3.349 -2.118
C 4.072 4.416 -2.901
C 3.293 5.573 -3.028
C 3.734 6.656 -3.965
C 2.098 5.663 -2.301
C 1.648 4.589 -1.544
C -1.561 2.556 1.499
C -2.579 2.784 2.404
H -4.591 3.003 3.948
H -4.914 1.259 3.973
H -3.950 1.994 5.274
H -2.437 -0.132 4.181
H -0.642 -0.575 2.523
H 0.664 0.139 0.472
H -0.233 2.770 -0.886
H 2.517 1.435 -0.495
H 4.286 2.468 -2.014
H 5.013 4.365 -3.462
H 3.036 7.497 -3.953
H 4.725 7.020 -3.670
H 3.819 6.303 -5.004
H 1.508 6.580 -2.367
H 0.714 4.673 -0.981
H -1.250 3.351 0.823
H -3.127 3.735 2.393
```

Properties
E = -1234.231723 a.u.
Charge = +1

No. 4
# H27O14

A 14-piece molecular cluster, H27O14 overall (ωB97M-V/def2-TZVPD, OMol25).

```
41
Properties=species:S:1:pos:R:3
O -0.136 4.772 0.768
H 0.661 0.183 -0.031
O 2.059 -0.813 2.784
H -1.440 -1.529 3.165
H 2.486 -2.295 1.800
O 4.411 -0.461 -2.280
H 3.649 -1.875 0.866
H -2.759 2.800 -1.560
O -2.811 2.455 -2.541
H 0.821 1.221 4.466
H -2.698 1.425 -2.704
O 1.622 1.690 4.098
H 0.304 5.191 -0.076
H 1.345 -1.306 2.548
O -2.234 -1.815 3.645
H -2.867 0.104 0.396
H -1.964 3.639 1.627
O -2.433 0.628 -0.228
H -1.818 -1.432 -3.938
H -2.693 -0.938 3.350
O 3.155 -2.687 1.156
H 3.500 -0.636 -2.354
H 0.791 0.332 -3.521
O -1.032 -0.882 -3.607
H -0.872 -1.149 -2.706
H 4.401 -0.130 -1.462
O -0.378 -4.990 -1.606
H -0.717 -4.132 -1.362
H 0.374 -4.851 -2.215
O -2.795 3.674 1.172
H -1.493 0.481 0.097
H -0.965 4.207 0.408
O -0.053 -0.197 0.209
H 1.051 -2.571 -0.661
H -3.245 2.803 1.260
O 0.744 0.938 -2.797
H 1.413 1.848 3.179
H -0.123 0.903 -2.664
O 0.018 -2.421 -0.841
H 1.870 -0.034 3.080
H -0.116 -1.388 -0.444
```

Properties
E = -1069.484471 a.u.
Charge = -1

No. 5
# C43H69F3NO26

A 9-piece molecular cluster, C43H69F3NO26 overall (ωB97M-V/def2-TZVPD, OMol25).

```
142
Properties=species:S:1:pos:R:3
C 1.582 -1.870 -2.840
C 1.984 -0.712 -1.919
C 1.995 0.679 -2.574
C 0.753 1.010 -3.428
C 0.078 2.364 -3.090
C -1.448 2.254 -2.913
C -1.749 1.343 -1.698
O -2.926 0.537 -1.754
C -3.773 0.834 -2.841
C -4.930 -0.155 -2.864
O -5.677 -0.008 -1.667
C -6.695 -0.910 -1.490
F -7.237 -1.327 -2.681
F -6.251 -2.037 -0.824
F -7.689 -0.309 -0.746
C -2.951 0.622 -4.112
N -2.031 1.793 -4.221
H 2.242 -1.997 -3.703
H 1.613 -2.776 -2.235
H 0.550 -1.801 -3.205
H 1.314 -0.717 -1.052
H 2.996 -0.925 -1.564
H 2.069 1.433 -1.782
H 2.902 0.799 -3.176
H 1.017 1.008 -4.492
H 0.018 0.206 -3.300
H 0.232 3.041 -3.942
H 0.530 2.839 -2.215
H -1.795 3.266 -2.692
H -0.919 0.672 -1.461
H -1.847 2.016 -0.837
H -4.148 1.864 -2.770
H -5.548 0.105 -3.734
H -4.571 -1.181 -3.007
H -2.334 -0.273 -4.018
H -3.590 0.566 -4.994
H -1.320 1.618 -4.930
H -2.598 2.567 -4.591
C 1.371 -2.449 2.178
C 2.827 -2.790 1.972
C 3.679 -2.713 3.222
O 4.974 -2.389 2.671
C 4.771 -1.737 1.506
O 5.615 -1.150 0.906
O 3.479 -1.825 1.125
H 0.933 -3.072 2.953
H 1.240 -1.404 2.453
H 0.821 -2.611 1.247
H 2.916 -3.762 1.497
H 3.722 -3.650 3.771
H 3.375 -1.916 3.899
C -8.565 2.796 -5.912
C -7.128 3.031 -6.301
C -6.315 1.777 -6.508
O -4.984 2.228 -6.154
C -5.126 3.253 -5.294
O -4.219 3.721 -4.658
O -6.387 3.673 -5.230
H -9.057 2.155 -6.643
H -8.626 2.329 -4.928
H -9.107 3.739 -5.857
H -7.068 3.683 -7.176
H -6.340 1.410 -7.532
H -6.601 0.973 -5.823
C -2.947 -2.998 6.221
C -1.485 -3.312 6.031
C -0.651 -3.231 7.288
O 0.641 -2.872 6.766
C 0.444 -2.210 5.612
O 1.287 -1.609 5.023
O -0.839 -2.323 5.201
H -3.380 -3.638 6.989
H -3.080 -1.954 6.508
H -3.498 -3.152 5.293
H -1.363 -4.283 5.543
H -0.593 -4.171 7.829
H -0.982 -2.445 7.967
C 4.644 0.500 9.098
C 3.431 -0.355 8.864
C 2.122 0.343 9.144
O 1.269 -0.746 9.516
C 2.058 -1.729 10.023
O 1.649 -2.686 10.595
O 3.360 -1.464 9.786
H 4.567 1.415 8.517
H 4.747 0.748 10.155
H 5.553 -0.020 8.799
H 3.444 -0.770 7.852
H 1.720 0.861 8.277
H 2.189 1.039 9.984
C -1.547 -5.996 -2.088
C -0.052 -6.107 -1.917
C 0.382 -6.894 -0.703
O 1.643 -6.291 -0.392
C 1.617 -5.022 -0.847
O 2.432 -4.199 -0.570
O 0.538 -4.815 -1.651
H -2.006 -6.984 -2.106
H -1.983 -5.413 -1.275
H -1.790 -5.487 -3.020
H 0.408 -6.499 -2.827
H 0.507 -7.955 -0.901
H -0.290 -6.761 0.148
C -9.152 3.662 -12.415
C -8.425 3.529 -11.101
C -7.021 4.089 -11.089
O -6.376 3.263 -10.103
C -7.023 2.077 -10.085
O -6.622 1.101 -9.527
O -8.174 2.144 -10.776
H -9.173 4.702 -12.738
H -8.668 3.058 -13.183
H -10.178 3.308 -12.324
H -9.023 3.955 -10.290
H -6.977 5.135 -10.797
H -6.505 3.958 -12.042
C 3.197 2.560 2.300
C 4.412 2.698 3.182
C 5.435 1.599 3.013
O 6.041 1.549 4.316
C 5.119 1.984 5.205
O 5.209 1.869 6.383
O 4.068 2.554 4.572
H 3.492 2.484 1.253
H 2.623 1.675 2.576
H 2.540 3.422 2.414
H 4.869 3.683 3.054
H 6.176 1.822 2.250
H 4.991 0.626 2.804
C 8.551 1.461 5.934
C 9.650 2.298 5.331
C 10.895 1.534 4.943
O 11.919 2.526 5.081
C 11.496 3.425 6.005
O 12.178 4.259 6.496
O 10.184 3.232 6.287
H 8.281 0.643 5.268
H 8.865 1.053 6.896
H 7.670 2.063 6.117
H 9.266 2.875 4.483
H 10.867 1.158 3.923
H 11.111 0.710 5.627
```

Properties
E = -3990.418841 a.u.
Charge = +1

No. 6
# C4H4N2O

A 2-piece molecular cluster, C4H4N2O overall (ωB97M-V/def2-TZVPD, OMol25).

```
11
Properties=species:S:1:pos:R:3
N 2.426 0.766 0.344
C 1.640 -0.015 -0.011
C 0.765 -1.010 -0.502
O -0.491 -1.114 -0.181
C -1.302 -0.316 0.451
C -0.893 0.796 1.223
N -0.648 1.709 1.899
H 1.123 -1.820 -1.120
H -0.214 0.633 -1.791
H -0.851 0.876 -1.475
H -2.330 -0.645 0.443
```

Properties
E = -339.395601 a.u.